(1)
Molecular formula: C3H6FNO2
Method: DFT, ωB97M-V/def2-TZVPD

Orbital gap (spin up / spin down)   9.61 / 8.17 eV
Relative energy (zero: lowest compared OMol25 entry of this formula, charge and spin)   148.22 kcal per mole
Lowest unoccupied orbital energy (spin up / spin down)   0.35 / -0.44 eV
E_tot   -11504.866 eV

The geometry in ORCA input format:
```
! RIJCOSX wB97M-V def2-TZVPD def2/J DEFGRID3
* xyz 0 1
C 0.6571 0.7440 1.1996
C 0.4025 -0.6822 0.5712
C -0.9332 -0.8920 -0.1362
N -0.5322 0.6861 -1.9823
O -1.4204 1.1293 -2.5777
O 0.6532 0.7104 -1.8968
F -1.0092 -2.1748 -0.5295
H 0.6929 1.4527 0.4187
H 1.6956 0.6932 1.6064
H -0.1516 1.0488 2.0674
H 1.1141 -0.8424 -0.3234
H 0.5668 -1.4694 1.2779
H -1.7357 -0.4039 0.3049
*
```

Partial atomic charges computed with the Mulliken method, in multiples of e:
1. C -0.938
2. C -0.435
3. C -0.191
4. N 0.735
5. O -0.478
6. O -0.424
7. F -0.257
8. H 0.327
9. H 0.275
10. H 0.264
11. H 0.238
12. H 0.449
13. H 0.434



(2)
Molecular formula: C17H7BrF5IIrN2O4S
Method: DFT, ωB97M-V/def2-TZVPD

Orbital gap (spin up / spin down)   6.49 / 6.06 eV
<S²>   0.773
Relative energy (zero: lowest compared OMol25 entry of this formula, charge and spin)   19.98 kcal per mole
Lowest unoccupied orbital energy (spin up / spin down)   -9.04 / -9.78 eV
E_tot   -134298.727 eV

The geometry in ORCA input format:
```
! RIJCOSX wB97M-V def2-TZVPD def2/J DEFGRID3
* xyz 2 2
Ir 0.3830 -0.2151 0.0847
O -0.2496 5.5920 -0.1053
C -0.6056 5.0126 -1.2435
O -0.9616 5.6175 -2.2085
C -0.5693 3.5080 -1.3105
C -0.9972 2.8195 -2.4374
N -0.8404 1.5075 -2.2126
N -0.3287 1.3047 -0.9868
C -0.1689 2.5112 -0.4310
C 0.4006 2.4825 0.9509
O 0.5644 3.4369 1.6405
O 0.7537 1.2189 1.3353
H 0.0384 4.9629 0.5801
H -1.3995 3.2083 -3.3608
H -1.1006 0.7387 -2.8118
F -6.3486 -0.9632 2.4271
C -5.1696 -1.1182 1.9079
C -4.3118 -0.0101 1.8091
F -4.7191 1.1593 2.2467
C -3.0666 -0.1656 1.2664
F -2.2740 0.8986 1.2033
C -2.6135 -1.4191 0.7890
S -1.1310 -1.8487 0.0775
C -3.5149 -2.5183 0.9161
F -3.1259 -3.7032 0.4951
C -4.7667 -2.3768 1.4597
F -5.5807 -3.4001 1.5676
Br 1.7888 -1.7010 1.5302
C 3.3059 -2.0828 0.4305
C 4.4251 -2.5600 1.0873
C 5.5517 -2.8686 0.3372
C 5.5541 -2.6951 -1.0384
C 4.4261 -2.2172 -1.6911
C 3.3026 -1.9163 -0.9389
I 1.6175 -1.2622 -1.9878
H 4.4266 -2.6834 2.1623
H 6.4320 -3.2441 0.8404
H 6.4382 -2.9278 -1.6156
H 4.4352 -2.0822 -2.7649
*
```

Partial atomic charges computed with the Mulliken method, in multiples of e:
1. Ir 1.011
2. O -0.473
3. C 0.518
4. O -0.498
5. C 0.310
6. C -0.474
7. N -0.326
8. N 0.055
9. C -0.149
10. C 1.063
11. O -0.606
12. O -0.627
13. H 0.375
14. H 0.567
15. H 0.175
16. F -0.208
17. C 0.739
18. C -0.300
19. F -0.234
20. C 0.109
21. F -0.086
22. C 0.548
23. S -0.028
24. C 0.181
25. F -0.251
26. C 0.152
27. F -0.216
28. Br 0.108
29. C 0.872
30. C -0.668
31. C -0.595
32. C -0.644
33. C -0.607
34. C 0.377
35. I 0.258
36. H 0.395
37. H 0.413
38. H 0.409
39. H 0.357